[1]
{"formula": "C4H8O", "method": "the ωB97M-V functional and the def2-TZVPD basis", "homo_ev": -9.98, "homo_lumo_gap_ev": 10.98, "e_above_lowest_ev": 1.053, "lumo_ev": 1.00, "species": ["C", "C", "C", "C", "H", "H", "H", "H", "H", "H", "H", "H", "O"], "positions_angstrom": [[0.34112, -0.32588, 0.45872], [-0.76020, 0.72437, 0.52814], [-0.20709, 1.33272, -0.75051], [0.55582, -0.01338, -1.02138], [-0.16802, -1.76379, 1.62321], [1.21613, -0.04751, 1.05207], [-0.84646, 1.32043, 1.44014], [-1.77214, 0.33464, 0.29270], [-0.90295, 1.65844, -1.54076], [0.44713, 2.16383, -0.61042], [1.63106, 0.01515, -1.30255], [-0.00846, -0.66093, -1.70424], [0.10323, -1.66591, 0.68251]], "atomic_forces_ev_per_a": [[0.4, 0.0, -0.5], [-1.4, 0.0, 0.3], [0.2, 0.0, -1.4], [0.7, 0.7, 0.0], [0.3, -0.1, -0.9], [0.0, 0.5, 0.0], [0.1, 0.1, -0.2], [0.6, -0.2, 0.3], [0.0, -0.3, 0.4], [0.7, 0.5, 0.3], [-0.8, 0.1, -0.2], [0.2, 0.0, 0.4], [-1.0, -1.2, 1.5]], "nbo_charge": [0.10, -0.44, -0.40, -0.41, 0.46, 0.15, 0.20, 0.21, 0.21, 0.20, 0.21, 0.22, -0.70]}

=====

[2]
{"formula": "C15H27BF9N3O10P2S2", "method": "the ωB97M-V functional and the def2-TZVPD basis", "homo_ev": -8.96, "homo_lumo_gap_ev": 8.69, "e_above_lowest_ev": 0.000, "lumo_ev": -0.27, "species": ["C", "N", "C", "C", "P", "O", "O", "S", "N", "C", "O", "C", "C", "B", "O", "O", "C", "P", "N", "O", "S", "O", "O", "C", "F", "F", "C", "F", "F", "C", "F", "F", "C", "F", "F", "F", "H", "H", "H", "H", "H", "H", "H", "H", "H", "H", "H", "H", "H", "H", "H", "H", "H", "C", "O", "C", "C", "O", "C", "H", "H", "H", "H", "H", "H", "H", "H", "H", "H"], "positions_angstrom": [[5.04731, 1.36328, 0.18318], [4.16063, 0.24291, -0.12794], [3.40155, 0.30233, -1.37807], [1.89349, -0.19746, -1.35150], [1.83249, -1.67494, -0.17870], [3.24195, -2.39599, -0.46026], [2.01726, -1.22249, 1.31913], [0.36479, -2.88858, -0.44989], [1.65673, -0.76150, -2.68059], [1.27331, 0.18023, -3.60037], [1.28752, 0.05078, -4.80475], [0.68765, 1.34799, -2.82969], [0.95267, 2.79126, -3.31818], [2.37025, 3.16428, -3.93431], [2.93351, 4.40409, -3.61555], [3.02111, 2.36928, -4.84748], [0.79614, 0.96823, -1.31953], [1.10614, 2.46940, -0.09426], [2.53376, 3.20769, -0.75337], [1.70415, 1.61732, 1.15829], [-0.87175, 0.59385, -0.68018], [-1.60028, 1.82899, -0.80754], [-0.70635, 0.06065, 0.64399], [-1.87513, -0.51596, -1.84419], [-1.07515, -1.24257, -2.61474], [-2.53274, 0.33509, -2.66763], [-2.97728, -1.43268, -1.17762], [-3.06298, -2.52484, -1.97571], [-2.64882, -1.82681, 0.05713], [-4.44326, -0.86080, -1.12731], [-5.12199, -1.76706, -0.38449], [-4.97378, -0.84939, -2.35757], [-4.68690, 0.51817, -0.44737], [-3.85984, 0.65634, 0.58249], [-4.53153, 1.51976, -1.29310], [-5.93111, 0.55794, 0.01001], [5.99108, 0.98876, 0.57926], [5.28618, 1.98390, -0.68487], [4.63958, 2.00906, 0.96944], [4.74624, -0.57757, -0.14696], [3.46691, 1.28420, -1.83851], [3.86386, -0.38811, -2.09527], [3.65877, -2.12840, -1.28612], [1.14131, -1.10360, 1.72269], [2.17644, -1.56361, -3.00427], [-0.37383, 1.21322, -3.06976], [0.71302, 3.51978, -2.54479], [0.22259, 2.98237, -4.11243], [3.46048, 4.37306, -2.81371], [3.89173, 2.09069, -4.54564], [3.25184, 3.34933, -0.05186], [2.22890, 4.13998, -1.02370], [2.57024, 1.92424, 1.44800], [-1.69329, -0.83416, 3.38526], [-1.63873, -2.24897, 3.42279], [-1.38015, -2.78214, 4.70805], [-2.64497, -3.27692, 5.37365], [-3.55038, -2.22067, 5.64490], [-4.59094, -2.10597, 4.69130], [-2.13441, -0.54830, 2.43843], [-2.29795, -0.43080, 4.20204], [-0.68470, -0.40610, 3.44642], [-0.88840, -2.03806, 5.34357], [-0.69505, -3.62683, 4.58226], [-2.38466, -3.73849, 6.33137], [-3.12042, -4.03884, 4.74788], [-5.33610, -2.89655, 4.83285], [-4.20845, -2.15243, 3.66907], [-5.07030, -1.14081, 4.84634]], "atomic_forces_ev_per_a": [[-0.1, 0.0, 0.0], [0.3, 0.4, -0.3], [0.0, -0.4, 0.3], [0.3, -0.1, 0.2], [-1.1, -0.8, -0.1], [0.3, 0.3, 0.0], [0.1, 0.2, 0.2], [0.2, 0.3, -0.1], [0.2, 0.5, 0.0], [0.1, -0.1, -0.7], [0.0, 0.0, 0.7], [-1.5, 0.2, 0.1], [0.5, -0.1, -0.4], [0.1, 0.3, 0.0], [0.1, -0.3, 0.1], [-0.3, -0.5, 0.7], [1.4, -0.5, -0.2], [-0.4, 0.3, -0.1], [-0.1, 0.2, 0.1], [0.3, 0.2, 0.0], [0.0, 0.8, 0.7], [0.0, -0.3, -0.3], [0.0, -0.3, -0.4], [-0.4, -0.1, -0.3], [0.0, -0.1, 0.1], [0.0, -0.1, 0.1], [0.1, -0.2, -0.2], [0.0, 0.2, 0.3], [0.1, 0.2, -0.3], [-0.1, -0.3, 0.2], [0.1, 0.1, -0.2], [0.1, 0.1, 0.0], [-0.1, -0.2, -0.2], [0.2, 0.1, 0.2], [0.2, 0.2, -0.1], [-0.3, 0.0, 0.1], [0.0, 0.0, 0.0], [0.0, 0.1, 0.0], [0.0, 0.1, 0.0], [-0.3, -0.1, 0.2], [-0.1, 0.2, 0.0], [0.0, 0.2, -0.1], [0.0, -0.2, 0.0], [0.0, 0.0, 0.0], [-0.2, -0.1, -0.1], [0.1, 0.1, 0.0], [-0.2, -0.1, 0.0], [0.0, 0.0, 0.0], [0.0, 0.2, 0.1], [0.2, 0.4, -0.5], [0.1, -0.2, 0.0], [0.1, 0.0, -0.1], [0.1, -0.3, 0.1], [0.0, -0.1, 0.2], [0.0, 0.1, 0.0], [0.1, -0.1, -0.1], [0.0, 0.0, 0.2], [0.0, 0.0, -0.1], [0.0, 0.0, 0.0], [0.0, 0.0, -0.1], [0.0, 0.0, 0.0], [0.0, 0.1, 0.0], [0.0, 0.0, 0.0], [0.0, 0.0, 0.0], [0.0, 0.0, 0.0], [0.0, 0.0, 0.0], [0.0, 0.0, 0.0], [0.0, 0.0, 0.0], [0.0, 0.0, 0.0]], "nbo_charge": [-0.40, -0.64, -0.25, -0.21, 1.85, -0.98, -0.98, -0.57, -0.65, 0.69, -0.57, -0.35, -0.79, 1.20, -0.94, -0.91, -0.54, 1.33, -1.21, -0.98, 2.09, -0.92, -0.92, 0.43, -0.28, -0.31, 0.60, -0.29, -0.28, 0.55, -0.30, -0.29, 0.92, -0.30, -0.29, -0.30, 0.21, 0.18, 0.15, 0.37, 0.22, 0.17, 0.49, 0.54, 0.41, 0.26, 0.23, 0.27, 0.50, 0.50, 0.39, 0.40, 0.50, -0.25, -0.55, -0.09, -0.09, -0.55, -0.25, 0.21, 0.18, 0.15, 0.17, 0.18, 0.18, 0.17, 0.17, 0.18, 0.19]}